Record 1
Below is a molecular structure, C16H34BNP2Re at a distorted geometry, with properties calculated with the ωB97M-V functional and the def2-TZVPD basis.

XYZ file:
```
55
Properties=species:S:1:pos:R:3:forces:R:3:nbo_charge:R:1
P 3.75589 -0.72534 1.06561 3.17 0.13 0.58 1.28
P -0.62271 0.20026 -1.38879 -3.40 0.59 -4.15 1.22
C 3.97616 0.69400 -0.30729 -0.66 0.19 0.27 -0.62
C 2.72491 1.58259 -0.21723 -0.02 0.29 -1.26 -0.68
H 4.17042 0.24920 -1.29777 -0.26 0.01 0.52 0.27
H 4.88431 1.17614 0.07904 -0.34 0.00 -0.06 0.29
H 2.85250 2.42694 0.48234 -0.31 -0.34 -0.13 0.28
H 2.30714 1.92797 -1.16445 0.46 0.12 0.07 0.26
C 0.83235 -0.70443 -2.06988 0.32 -0.67 0.56 -0.91
H 0.55038 -0.76398 -3.13084 0.21 0.04 0.21 0.30
H 0.91650 -1.71945 -1.65596 0.00 0.33 -0.31 0.28
H 1.78088 -0.14352 -1.98643 -0.41 -0.20 0.00 0.24
C -0.41690 1.84859 -2.19051 0.34 0.21 -0.08 -0.96
H 0.60008 1.96243 -2.58737 -0.29 -0.06 -0.01 0.25
H -0.61433 2.71808 -1.54600 0.01 -0.47 -0.17 0.27
H -1.12196 1.87961 -3.03355 0.24 0.02 0.24 0.29
C 4.50351 -2.25395 0.54026 0.05 -0.49 0.10 -0.99
H 3.75494 -3.04277 0.65907 0.10 0.00 -0.03 0.29
H 5.36322 -2.49429 1.17006 0.01 0.05 -0.17 0.29
H 4.78846 -2.19818 -0.50871 0.10 -0.04 0.00 0.28
C 4.66110 0.03150 2.44995 -0.24 -0.71 0.34 -0.97
H 4.04603 0.81437 2.92426 0.31 -0.34 -0.29 0.27
H 5.59683 0.45533 2.07171 0.01 -0.25 0.31 0.27
H 4.82227 -0.78228 3.17969 0.28 0.54 -0.10 0.28
Re 1.79596 -0.02661 0.73962 0.34 3.59 -0.23 0.77
C -4.35306 1.15307 0.86965 -0.24 0.31 -0.15 -0.19
C -4.68119 0.26447 -0.07939 -0.40 0.08 0.44 -0.18
C -4.17225 0.35406 -1.50339 -0.34 -0.29 -0.02 -0.46
C -3.38620 -0.89725 -2.04309 -0.67 0.40 -0.27 -0.53
C -1.99010 -0.61367 -2.47317 1.68 -0.84 0.01 -0.26
C -1.94982 0.45145 -0.23299 3.14 -0.80 3.25 -0.25
C -1.93091 1.67468 0.61815 -0.21 0.67 -0.13 -0.52
C -3.36844 2.27595 0.61042 0.40 0.27 -0.53 -0.43
C 1.30525 0.63879 2.57215 -0.48 -0.20 1.05 -0.86
H -4.77017 1.16751 1.87979 -0.07 -0.47 -0.39 0.24
H -5.41380 -0.53520 0.13228 0.49 0.47 -0.06 0.24
H -3.58618 1.27167 -1.62521 -0.01 -0.23 -0.20 0.21
H -5.04089 0.50575 -2.16241 0.15 -0.09 0.17 0.27
H -3.41610 -1.73497 -1.31454 0.06 0.33 -0.19 0.26
H -3.93494 -1.26500 -2.93549 0.45 0.04 0.46 0.27
H -1.60044 -1.24270 -3.29557 -0.14 0.49 0.32 0.21
H -2.15040 -0.48544 0.30909 -0.69 0.31 -0.58 0.25
H -1.15605 2.38197 0.26236 -0.65 -0.11 0.30 0.21
H -1.63594 1.37078 1.63268 -0.29 -0.02 -0.03 0.24
H -3.45047 3.10870 1.32532 -0.01 -0.43 -0.22 0.25
H -3.51410 2.69159 -0.41185 -0.03 0.00 0.79 0.21
H 0.23752 0.93591 2.49612 0.33 -0.13 0.03 0.22
H 1.86638 1.49627 2.95476 0.14 -0.10 -0.11 0.25
H 1.35206 -0.17906 3.31772 -0.02 0.40 -0.13 0.27
B -1.25262 -3.33754 1.20153 -0.03 -0.44 0.15 -0.63
C -0.11778 -2.35089 0.98668 0.14 0.61 0.01 0.61
N 0.70931 -1.51560 0.83469 -2.97 -3.11 0.07 -0.71
H -1.36023 -3.44359 2.41738 0.06 0.11 -0.35 0.11
H -0.88773 -4.38337 0.69626 -0.11 0.19 0.05 0.10
H -2.25863 -2.87058 0.68326 0.30 0.05 0.04 0.06
```
Forces are in eV/Å.

Properties
* ⟨S²⟩: 3.7734
* energy above the lowest of the compared OMol25 structures with the same formula, charge and spin: 14.6 kJ/mol
* gap between HOMO and LUMO (alpha / beta): 6.30 / 6.32 eV
* energy: -39992.228 eV
* E_LUMO (alpha / beta): -8.2227 / -8.3039 eV
* charge: +2
* multiplicity: 4

---

Record 2
Below is a molecular structure, C16H34CdOP2 at a distorted geometry, with properties calculated with the ωB97M-V functional and the def2-TZVPD basis.

XYZ file:
```
54
Properties=species:S:1:pos:R:3:forces:R:3:nbo_charge:R:1
P -0.11643 -1.44298 -2.38171 -0.61 0.88 -0.68 0.87
P 0.21960 1.74950 -2.30977 0.07 -0.48 -0.28 0.87
C -0.31743 -0.50323 -3.98640 -0.01 -0.56 -0.03 -0.72
C 0.33220 0.89053 -3.96355 0.03 0.35 0.01 -0.71
H -1.40228 -0.43218 -4.18176 0.40 0.00 0.02 0.22
H 0.14630 -1.13378 -4.76460 -0.37 0.35 -0.12 0.21
H 1.40400 0.82263 -4.21965 -0.37 0.04 0.05 0.22
H -0.16527 1.55370 -4.69139 0.36 -0.24 -0.06 0.21
C -1.45200 2.47854 -2.48756 0.07 0.33 -0.23 -0.95
H -1.64258 3.15537 -1.64343 -0.04 -0.15 -0.24 0.24
H -2.23702 1.70821 -2.51023 0.33 0.22 -0.02 0.24
H -1.44378 3.04035 -3.43304 -0.35 0.02 0.24 0.21
C 1.27479 3.20146 -2.58736 -0.12 0.38 -0.40 -0.95
H 0.87097 3.76192 -3.44281 0.38 0.17 0.16 0.21
H 2.30913 2.88921 -2.78714 -0.29 0.10 0.04 0.24
H 1.26219 3.82442 -1.68341 0.01 -0.07 -0.27 0.24
C -1.13248 -2.91661 -2.72183 0.20 -0.28 -0.39 -0.96
H -1.15692 -3.54750 -1.82488 0.00 0.07 -0.23 0.24
H -0.67051 -3.46067 -3.55666 -0.39 -0.20 0.10 0.21
H -2.15820 -2.61988 -2.97885 0.27 -0.09 0.06 0.23
C 1.56508 -2.10478 -2.70886 -0.05 -0.26 -0.04 -0.96
H 2.32377 -1.30929 -2.73228 -0.29 -0.22 0.00 0.23
H 1.51358 -2.60540 -3.68602 0.32 -0.01 0.21 0.21
H 1.83211 -2.83025 -1.92890 0.04 0.15 -0.22 0.24
Cd 0.40462 -0.69987 5.43400 -0.21 -0.35 0.41 1.36
C 0.45467 1.79926 1.10366 0.06 -0.17 1.48 -0.17
C -0.85385 1.50380 1.12549 -0.32 0.53 -0.30 -0.21
C -1.57274 0.60128 0.16302 -0.23 -0.95 -0.32 -0.49
C -1.91241 -0.83489 0.59692 -0.48 0.60 -0.43 -0.44
C -0.75774 -1.77151 0.69031 0.78 -0.31 0.82 -0.17
C 0.55990 -1.55607 0.51003 -0.40 -0.56 1.09 -0.20
C 1.26321 -0.34932 -0.00365 0.26 0.67 -0.52 -0.57
C 1.58113 0.81354 0.96773 0.38 -0.22 -1.45 -0.43
C 0.48725 -2.50300 4.29747 0.12 0.23 -0.12 -1.20
H 0.77503 2.78433 1.45836 -0.18 -0.38 0.68 0.19
H -1.51526 2.07506 1.79223 0.22 0.48 -0.75 0.20
H -1.00511 0.51547 -0.78323 -0.44 0.09 0.77 0.25
H -2.51535 1.10117 -0.13220 0.31 -0.13 0.37 0.21
H -2.44807 -0.79642 1.56377 0.23 -0.24 -0.21 0.21
H -2.64896 -1.23238 -0.13072 0.26 0.03 0.26 0.21
H -1.05326 -2.75267 1.07993 0.25 0.17 -0.09 0.20
H 1.23441 -2.36612 0.83464 -0.42 0.12 -0.32 0.20
H 0.66905 0.10789 -0.82803 0.98 -0.55 0.95 0.29
H 2.21429 -0.66912 -0.47158 -0.36 0.04 0.31 0.21
H 1.89258 0.40936 1.95006 -0.31 0.43 -0.19 0.21
H 2.45814 1.34468 0.55821 -0.15 -0.20 0.20 0.20
H 1.46480 -2.98601 4.43366 -0.28 0.17 0.00 0.22
H 0.35700 -2.26676 3.23241 -0.01 -0.12 0.36 0.23
H -0.29771 -3.19962 4.62474 0.21 0.30 -0.09 0.22
C -0.11376 1.35494 7.89558 0.34 -0.05 -0.85 -0.22
O 0.37478 0.85011 6.68580 0.26 -0.57 -0.73 -1.06
H -0.75478 2.19143 7.61699 -0.28 0.20 0.55 0.15
H 0.76268 1.72521 8.42881 -0.19 0.15 0.51 0.15
H -0.66338 0.63695 8.51771 0.04 0.05 -0.06 0.14
```
Forces are in eV/Å.

Properties
* energy above the lowest of the compared OMol25 structures with the same formula, charge and spin: 0.0 kJ/mol
* gap between HOMO and LUMO: 7.91 eV
* energy: -42328.536 eV
* E_LUMO: 0.5311 eV
* multiplicity: 1

---

Record 3
Below is a molecular structure, C16H34OP2Sn at a distorted geometry, with properties calculated with the ωB97M-V functional and the def2-TZVPD basis.

XYZ file:
```
54
Properties=species:S:1:pos:R:3:forces:R:3:nbo_charge:R:1
P 1.31816 -1.43802 -4.31804 -0.65 -0.42 -2.25 0.75
P 1.09134 1.87880 -3.91144 -0.96 1.63 -1.51 0.78
C 1.44406 -0.13830 -5.72118 0.18 -0.05 0.59 -0.69
C 2.07220 1.22363 -5.34715 0.07 -0.22 0.09 -0.73
H 0.36756 0.00656 -5.97152 0.71 -0.01 0.00 0.23
H 1.94150 -0.62700 -6.57874 -0.20 0.23 0.29 0.22
H 3.12206 1.15001 -5.02271 -0.37 -0.14 -0.33 0.24
H 2.00823 1.94107 -6.17969 0.04 -0.30 0.18 0.22
C -0.08602 2.89895 -5.05908 0.24 -0.26 0.33 -0.92
H -0.76894 3.54372 -4.48594 0.26 -0.21 -0.11 0.23
H -0.69790 2.21043 -5.65938 0.27 0.16 0.23 0.22
H 0.50527 3.52059 -5.75379 -0.14 -0.17 0.41 0.22
C 2.09144 3.25857 -3.22604 0.25 0.18 0.02 -0.98
H 1.41186 4.06690 -2.92341 0.12 -0.13 -0.22 0.23
H 2.83365 3.63775 -3.94552 -0.32 -0.02 0.15 0.22
H 2.59027 2.90463 -2.31378 -0.06 0.14 -0.40 0.30
C 0.28370 -2.50837 -5.41202 -0.18 -0.47 -0.24 -0.95
H -0.05350 -3.39089 -4.86323 0.10 -0.03 -0.27 0.23
H 0.89688 -2.82731 -6.27384 -0.32 0.10 0.26 0.22
H -0.60552 -1.96088 -5.76727 0.44 -0.26 0.24 0.25
C 2.84221 -2.49400 -4.37349 0.28 -0.35 -0.24 -0.96
H 3.76513 -1.97102 -4.07010 -0.47 -0.15 -0.20 0.25
H 2.95936 -2.87431 -5.40586 0.10 0.13 0.51 0.23
H 2.71587 -3.35634 -3.68599 -0.07 0.44 -0.44 0.24
Sn 2.34437 -0.04979 -2.47627 2.15 -0.04 2.15 1.16
C -2.40966 1.10887 -3.52033 0.83 0.69 -0.76 -0.18
C -3.01013 1.14888 -4.72039 -0.33 0.35 1.01 -0.19
C -4.17856 0.31032 -5.13024 -0.44 -0.61 -0.05 -0.44
C -4.30107 -1.07335 -4.40168 -0.13 0.68 -0.99 -0.44
C -3.04818 -1.90775 -4.43521 0.18 -0.77 0.13 -0.20
C -2.12692 -2.07223 -3.47077 -0.42 0.09 -0.78 -0.17
C -1.88758 -1.18570 -2.30423 -0.49 0.34 0.68 -0.44
C -2.60306 0.18678 -2.35749 0.35 0.27 1.09 -0.45
C 2.67642 -1.64014 -0.94845 -0.59 -0.17 -0.05 -1.15
H -1.64487 1.88718 -3.30612 -0.58 -0.69 -0.41 0.20
H -2.75248 1.95999 -5.40574 0.01 -0.23 0.21 0.20
H -4.18092 0.19097 -6.22915 0.22 -0.28 0.37 0.21
H -5.13850 0.82784 -4.95338 0.38 0.15 0.10 0.22
H -4.71428 -0.95522 -3.39772 0.22 0.01 -0.21 0.21
H -5.06919 -1.60096 -4.98534 0.15 -0.12 0.30 0.22
H -2.96429 -2.50911 -5.35959 0.03 0.04 0.67 0.20
H -1.40062 -2.87500 -3.56171 -0.14 0.20 -0.20 0.20
H -0.79730 -1.08209 -2.16537 -0.37 0.16 -0.20 0.22
H -2.23762 -1.64710 -1.36283 0.14 -0.06 -0.26 0.22
H -3.65012 0.04794 -2.12168 -0.23 -0.08 -0.10 0.21
H -2.21906 0.74902 -1.49046 -0.10 -0.20 -0.12 0.22
H 3.45988 -1.20946 -0.33071 0.20 0.05 0.01 0.22
H 3.04650 -2.58230 -1.37732 -0.18 0.26 0.04 0.21
H 1.84125 -1.86289 -0.26784 0.12 0.00 -0.27 0.22
C 2.56189 1.45474 0.32025 0.12 0.15 -0.18 -0.23
O 2.62847 1.37453 -1.08038 -0.45 -0.01 0.66 -0.96
H 1.69237 2.04108 0.64742 0.03 0.00 -0.05 0.15
H 3.46762 1.99216 0.62406 -0.11 -0.12 0.41 0.17
H 2.51017 0.48919 0.85208 0.12 0.12 -0.28 0.15
```
Forces are in eV/Å.

Properties
* energy above the lowest of the compared OMol25 structures with the same formula, charge and spin: 82.2 kJ/mol
* gap between HOMO and LUMO: 7.17 eV
* energy: -43596.093 eV
* E_LUMO: 0.4104 eV
* multiplicity: 1

---

Record 4
Below is 6 unconnected molecules or ions with the total composition C16H35Cl10N at a distorted geometry, with properties calculated with the ωB97M-V functional and the def2-TZVPD basis.

XYZ file:
```
62
Properties=species:S:1:pos:R:3:forces:R:3:nbo_charge:R:1
C 0.94425 1.87433 0.50412 -4.87 1.34 2.15 -0.64
C 0.67481 2.53141 1.98790 -3.26 -0.07 -1.41 -0.19
N 0.12468 1.45871 2.90158 -4.29 0.12 -5.94 -0.46
C 0.49557 1.56871 4.15662 6.85 -1.52 0.95 -0.28
C 0.50696 2.80232 4.80905 -2.79 0.58 6.09 -0.64
C -1.35130 1.53592 2.93601 -1.45 -2.21 -3.55 -0.23
C -2.08246 0.30747 3.50698 -1.79 7.53 1.75 -0.58
H 1.63929 1.06649 0.64881 -0.04 -0.40 -0.40 0.21
H 1.19925 2.62070 -0.19479 1.17 0.90 -0.66 0.21
H -0.15813 1.67672 0.10320 2.55 -0.72 0.92 0.23
H -0.11693 3.52972 2.10846 2.29 -2.65 -1.02 0.17
H 1.61881 2.85614 2.28282 1.54 0.54 1.19 0.18
H 1.56702 1.34613 4.02827 1.60 0.91 -0.59 0.19
H 0.72063 0.72363 4.73522 -2.41 -2.04 1.73 0.23
H 0.52637 3.72227 4.40309 -0.66 2.74 -2.65 0.22
H 1.38361 2.90908 5.37451 1.27 -0.31 1.43 0.22
H -0.34863 2.76784 5.56504 0.88 0.82 -0.60 0.19
H -1.86672 1.65383 1.94432 1.33 -0.22 -0.02 0.19
H -1.76409 2.37881 3.36701 -0.17 2.26 1.75 0.17
H -1.85537 0.29899 4.52524 -0.54 0.00 2.14 0.19
H -1.69874 -0.48133 3.20907 3.41 -7.57 -3.52 0.19
H -3.12248 0.36833 3.23829 -0.43 -0.04 0.37 0.21
Cl -0.27468 -4.56444 -1.14708 0.37 -0.72 -0.29 -0.04
C 1.09103 -5.45619 -1.88867 -2.24 -0.07 -2.99 -0.41
C 2.09751 -4.45990 -2.31407 1.17 1.24 0.73 -0.41
Cl 3.36162 -5.26069 -3.23919 0.52 -0.42 -1.09 -0.07
H 0.86132 -6.00344 -2.82209 -1.28 0.71 -0.07 0.21
H 1.32075 -6.34502 -1.38087 1.26 -0.35 1.94 0.23
H 2.64815 -4.30893 -1.41505 0.31 1.45 0.73 0.22
H 1.78405 -3.47831 -2.84113 0.08 -1.99 0.98 0.24
Cl -5.05750 3.79821 -3.29334 -0.98 0.35 -0.27 -0.04
C -4.65886 3.61131 -1.59489 1.32 -9.31 -4.46 -0.36
C -5.28669 2.38415 -0.85675 -2.16 -2.00 -0.20 -0.40
Cl -4.94496 0.91671 -1.82988 -0.16 -0.60 -0.35 -0.08
H -4.79959 4.32036 -1.04935 -1.96 9.00 5.61 0.18
H -3.60871 3.46020 -1.72323 0.70 -0.39 0.76 0.23
H -6.47622 2.20694 -0.69330 2.73 1.60 -0.59 0.24
H -4.86434 2.05335 0.11790 0.14 1.26 -0.54 0.23
Cl 0.47383 -3.42725 2.28633 0.14 1.02 0.67 -0.08
C 0.90275 -1.65607 2.41304 1.74 -1.86 -5.80 -0.34
C 2.43603 -1.40412 2.12422 -2.83 -0.92 1.90 -0.43
Cl 2.61818 -1.86469 0.50409 1.25 -0.50 -2.20 -0.02
H 0.54778 -1.14768 3.17583 -1.60 1.60 4.37 0.20
H 0.36208 -1.17432 1.52232 0.78 -0.76 1.21 0.22
H 3.12625 -1.89337 2.81271 -0.15 -0.12 -0.23 0.23
H 2.47687 -0.36054 2.22639 0.63 1.56 0.04 0.21
Cl 1.27357 -1.60610 -5.10195 0.09 -0.39 -1.01 -0.05
C 2.99637 -1.22723 -5.32164 0.27 3.57 1.16 -0.40
C 3.40193 -0.55382 -3.97937 2.41 -3.06 0.77 -0.43
Cl 2.49805 0.90896 -3.62303 0.42 -0.03 0.10 -0.02
H 3.30623 -0.42631 -6.08205 -1.45 -1.23 0.50 0.23
H 3.63018 -2.04684 -5.50289 0.26 -1.46 -0.08 0.23
H 4.53164 -0.43014 -4.07499 -1.41 0.76 0.22 0.22
H 3.37242 -1.34876 -3.10312 -0.58 1.79 -1.56 0.22
Cl -1.75879 1.52984 -1.83430 0.18 0.22 -0.30 -0.09
C -1.11356 0.16007 -2.81513 0.70 1.81 -2.02 -0.39
C -0.76130 -0.94887 -1.88067 -3.63 0.67 -0.74 -0.36
Cl -2.17386 -2.06863 -1.59965 0.62 0.97 0.25 -0.07
H -0.18140 0.55519 -3.37248 -1.25 -0.64 1.25 0.24
H -1.84636 0.04834 -3.65611 0.44 -0.66 1.15 0.24
H -0.33569 -0.51872 -1.04204 0.08 0.66 2.32 0.22
H -0.01247 -1.48946 -2.24533 2.85 -2.74 -1.98 0.21
```
Forces are in eV/Å.

Properties
* energy above the lowest of the compared OMol25 structures with the same formula, charge and spin: 211.1 kJ/mol
* gap between HOMO and LUMO: 9.48 eV
* structure (SMILES): CCN(CC)CC.ClCCCl.ClCCCl.ClCCCl.ClCCCl.ClCCCl
* energy: -143865.856 eV
* E_LUMO: 0.4834 eV
* multiplicity: 1